{
  "formula": "C4H8N2OS",
  "method": "ωB97M-V/def2-TZVPD",
  "gap_ev": [6.3694, 7.5004],
  "e_homo_ev": [-5.78, -9.47],
  "e_lumo_ev": [0.6, -2.0],
  "spin_multiplicity": 3,
  "relative_energy_kcal_mol": 62.4,
  "species": ["C", "C", "C", "C", "N", "N", "O", "S", "H", "H", "H", "H", "H", "H", "H", "H"],
  "xyz": [[0.3411, -1.7302, -3.9646], [0.2514, 0.6955, -0.8966], [0.7275, -1.0457, 0.6205], [-0.7336, 0.7464, 1.3270], [0.1460, -0.7912, -3.3070], [0.1144, 0.2422, 0.2977], [0.4136, -2.6047, -4.7538], [-0.6878, 2.1740, -1.2168], [-0.0459, -1.8039, 0.8459], [1.2366, -1.4891, -0.3532], [1.4147, -0.9403, 1.5272], [-0.8498, -0.2211, 1.8541], [-0.2973, 1.4571, 2.1441], [-1.5777, 1.3095, 0.8584], [-0.3734, 2.2787, -2.4935], [0.3195, -0.5766, -2.2584]],
  "atomic_forces_ev_per_a": [[0.18, -3.83, -3.17], [-0.61, 3.44, -3.07], [1.15, -0.84, -1.12], [0.22, 0.62, 1.44], [-0.03, 3.50, 4.19], [1.35, -3.00, 3.69], [0.25, 0.48, 0.67], [0.47, -0.47, -0.49], [0.11, 0.38, 0.14], [-0.50, 1.10, 2.24], [-0.57, -0.33, -1.47], [-1.60, 0.98, 0.36], [-0.06, -0.88, -1.59], [0.12, -1.06, 0.83], [0.12, 0.08, -0.55], [-0.61, -0.18, -2.09]],
  "nbo_charge": [0.8347, 0.0345, -0.4114, -0.4075, -0.7550, -0.5417, -0.5414, -0.0296, 0.1991, 0.2182, 0.2125, 0.2097, 0.1899, 0.2233, 0.1555, 0.4091]
}

{
  "formula": "C4H8N2S",
  "method": "ωB97M-V/def2-TZVPD",
  "smiles": "C/C(=C\\N)C(N)=S",
  "gap_ev": 7.8111,
  "e_homo_ev": -7.79,
  "e_lumo_ev": 0.0,
  "relative_energy_kcal_mol": 83.8,
  "species": ["C", "C", "C", "N", "C", "N", "S", "H", "H", "H", "H", "H", "H", "H", "H"],
  "xyz": [[-0.3211, 0.4526, 1.6923], [-0.0830, -0.3329, 0.4756], [0.5423, -1.5968, 0.5130], [1.1631, -2.1194, 1.5693], [-0.3832, 0.2916, -0.7598], [-0.3912, -0.4586, -1.8484], [-0.3070, 2.0106, -0.8926], [0.7433, 0.9486, 2.0433], [-1.0647, 1.3002, 1.5475], [-0.5875, -0.2565, 2.7045], [0.9148, -2.0705, -0.3173], [0.5035, -1.8903, 2.2900], [1.0285, -3.3269, 1.3288], [-0.4769, -1.5326, -1.9948], [-0.0825, -0.1829, -2.8923]],
  "atomic_forces_ev_per_a": [[1.54, 0.46, 4.24], [0.27, -3.25, 1.04], [-1.12, 4.94, -1.57], [-1.01, -5.77, 0.85], [1.48, 2.44, -1.10], [0.53, -3.42, -6.37], [-0.41, -1.62, -0.07], [-2.62, -0.95, -0.82], [0.97, -1.35, 0.36], [0.35, 1.88, -2.80], [0.03, -0.62, -2.68], [0.28, -0.29, 1.73], [0.88, 4.47, 1.63], [0.02, 2.55, 1.81], [-1.21, 0.53, 3.74]],
  "nbo_charge": [-0.6382, -0.2221, 0.0677, -0.7251, 0.1459, -0.7912, -0.2516, 0.2327, 0.2704, 0.1854, 0.1769, 0.3715, 0.3635, 0.3949, 0.4194]
}

{
  "formula": "C4H8N2S",
  "method": "ωB97M-V/def2-TZVPD",
  "gap_ev": [7.6950, 7.6740],
  "e_homo_ev": [-9.05, -9.03],
  "e_lumo_ev": [-1.4, -1.4],
  "relative_energy_kcal_mol": 139.7,
  "species": ["C", "C", "C", "C", "N", "N", "S", "H", "H", "H", "H", "H", "H", "H", "H"],
  "xyz": [[1.2478, 0.3711, 0.4951], [1.0990, 1.2279, -0.7396], [1.2294, -1.7208, -0.5336], [-2.4058, 0.2274, 0.7963], [1.2592, -1.0255, 0.5265], [0.1178, 1.2063, 0.2643], [-1.5827, -0.1089, -0.7786], [1.8024, 0.6875, 1.2643], [1.8202, 2.1295, -0.7478], [0.9638, 0.6210, -1.7317], [1.0715, -1.5477, -1.6363], [1.2453, -2.7419, -0.4247], [-2.5183, 1.2560, 0.9959], [-1.8803, -0.3189, 1.5172], [-3.4693, -0.2631, 0.7326]],
  "atomic_forces_ev_per_a": [[-0.89, -0.63, -3.23], [3.23, -0.31, -1.79], [-0.71, 1.22, -0.55], [-2.96, -2.13, -1.73], [0.00, -1.43, -1.16], [-4.44, -1.37, -1.26], [1.89, 2.33, 2.10], [2.01, 1.69, 2.82], [-1.53, -1.23, -0.42], [0.29, 1.63, 1.93], [0.36, 1.22, 1.01], [0.16, -2.54, 0.73], [0.07, 1.08, 0.17], [0.73, -0.45, 1.32], [1.79, 0.92, 0.08]],
  "nbo_charge": [-0.0109, -0.3193, -0.0179, -0.7314, -0.3855, -0.3065, 0.1731, 0.1942, 0.2091, 0.2163, 0.1517, 0.1609, 0.2272, 0.2195, 0.2196]
}

{
  "formula": "C4H8N2S",
  "method": "ωB97M-V/def2-TZVPD",
  "gap_ev": 8.0526,
  "e_homo_ev": -8.23,
  "e_lumo_ev": -0.2,
  "relative_energy_kcal_mol": 198.7,
  "species": ["C", "C", "C", "C", "H", "H", "H", "H", "H", "H", "H", "H", "N", "N", "S"],
  "xyz": [[1.2474, 1.4673, 1.8411], [0.1351, 1.0236, 1.1367], [-1.0821, 0.9568, -1.8890], [-0.6723, -1.0759, -0.7727], [1.4035, 2.4765, 1.0201], [2.4485, 0.6853, 1.6940], [0.9758, 1.3953, 3.3406], [-0.8339, 0.5670, 1.6349], [-0.4599, 1.1067, -2.8290], [-2.1389, 0.4694, -2.3593], [-1.2701, 2.1351, -1.3924], [-1.2826, -1.4570, -1.5692], [0.5031, 0.9916, -0.1763], [-0.4690, 0.3272, -0.9290], [0.1969, -1.9276, 0.3938]],
  "atomic_forces_ev_per_a": [[5.17, 1.33, 3.64], [-1.18, -3.30, -4.50], [-4.54, 6.26, -5.42], [2.94, 2.55, 1.68], [0.57, -2.08, 3.75], [-4.16, 2.43, 0.48], [1.03, 1.03, -4.77], [1.90, 1.08, -1.49], [-0.48, 0.11, 0.92], [2.81, 1.24, 1.90], [-0.08, -3.13, -1.99], [-0.43, -0.37, -0.04], [-3.27, -0.13, 3.05], [1.07, -7.18, 4.13], [-1.37, 0.15, -1.34]],
  "nbo_charge": [-0.6986, 0.0631, -0.3822, -0.0648, 0.3049, 0.2879, 0.2260, 0.2404, 0.1915, 0.2223, 0.1988, 0.1992, -0.2933, -0.3292, -0.1661]
}

{
  "formula": "C4H8N2S",
  "method": "ωB97M-V/def2-TZVPD",
  "smiles": "[H]/N=C1/N[C@@H](C)CS1",
  "gap_ev": 9.6341,
  "e_homo_ev": -8.88,
  "e_lumo_ev": 0.8,
  "relative_energy_kcal_mol": 12.5,
  "species": ["H", "N", "C", "N", "C", "C", "C", "S", "H", "H", "H", "H", "H", "H", "H"],
  "xyz": [[3.6592, -0.7780, -0.1036], [2.7644, -1.2158, 0.0329], [1.7939, -0.3998, 0.0584], [0.5020, -0.9232, 0.1714], [-0.5109, -0.0274, -0.3186], [-1.9804, -0.2245, 0.0979], [-0.0137, 1.3279, 0.1441], [1.7870, 1.3888, -0.0193], [0.3727, -1.9245, -0.0152], [-0.4995, -0.0103, -1.4277], [-2.3993, -1.1506, -0.2765], [-2.0515, -0.1949, 1.1854], [-2.5705, 0.5382, -0.4122], [-0.2827, 1.4559, 1.2226], [-0.5710, 2.1381, -0.3396]],
  "atomic_forces_ev_per_a": [[0.33, 0.28, 0.18], [-0.08, 0.22, -0.23], [-0.04, -1.46, 0.04], [-0.48, -0.11, 0.31], [-0.34, 0.69, -1.04], [0.91, -0.22, -0.12], [-1.18, 1.00, 1.36], [-0.51, -0.69, -0.24], [0.58, 0.77, 0.07], [0.02, -0.08, 0.18], [0.15, -0.44, 0.08], [-0.32, 0.13, -0.06], [0.03, 0.26, 0.41], [0.37, -0.26, -0.62], [0.56, -0.08, -0.32]],
  "nbo_charge": [0.3455, -0.7175, 0.3011, -0.6337, -0.0489, -0.6092, -0.5305, 0.2253, 0.4090, 0.1656, 0.2167, 0.2147, 0.2176, 0.2123, 0.2320]
}

{
  "formula": "C4H8N2S",
  "method": "ωB97M-V/def2-TZVPD",
  "smiles": "[H]/N=C(\\N)C(=C)SC",
  "gap_ev": 9.5668,
  "e_homo_ev": -8.88,
  "e_lumo_ev": 0.7,
  "relative_energy_kcal_mol": 27.4,
  "species": ["H", "N", "C", "N", "C", "C", "S", "C", "H", "H", "H", "H", "H", "H", "H"],
  "xyz": [[-0.0423, -2.8880, 0.6297], [-0.1947, -2.2678, -0.1784], [0.2821, -1.1157, 0.1158], [0.9534, -0.7805, 1.3022], [0.2256, 0.0285, -0.8832], [0.0438, -0.2409, -2.1701], [0.5199, 1.6927, -0.3501], [-0.8868, 1.9218, 0.7669], [1.1558, -1.5806, 1.8802], [1.5718, 0.0148, 1.3014], [-0.0800, 0.5246, -2.9594], [-0.0675, -1.2721, -2.5023], [-1.8429, 1.8447, 0.2590], [-0.8226, 2.9353, 1.1928], [-0.8157, 1.1832, 1.5955]],
  "atomic_forces_ev_per_a": [[-0.06, -0.01, -0.49], [0.02, 0.59, 0.79], [0.95, 0.51, 0.10], [-0.99, -0.73, -0.73], [-0.13, -0.43, 0.02], [-0.42, 0.11, -0.88], [-0.19, 0.05, -0.03], [0.17, -0.09, 0.92], [0.29, 0.30, 0.15], [0.00, -0.11, 0.01], [0.29, -0.33, 0.80], [0.10, 0.13, 0.22], [0.02, -0.16, -0.16], [0.14, -0.36, -0.16], [-0.19, 0.52, -0.55]],
  "nbo_charge": [0.3246, -0.6957, 0.4085, -0.8459, -0.2661, -0.3048, 0.2226, -0.7510, 0.3845, 0.4066, 0.2095, 0.2251, 0.2217, 0.2310, 0.2294]
}

{
  "formula": "C4H8N2S",
  "method": "ωB97M-V/def2-TZVPD",
  "smiles": "C/C=C\\S/C=N\\N",
  "gap_ev": 9.3603,
  "e_homo_ev": -8.42,
  "e_lumo_ev": 0.9,
  "relative_energy_kcal_mol": 55.3,
  "species": ["C", "C", "C", "S", "C", "N", "N", "H", "H", "H", "H", "H", "H", "H", "H"],
  "xyz": [[-2.6860, -0.7796, 0.3793], [-2.1107, 0.4715, -0.2106], [-0.8588, 0.7074, -0.4730], [0.4661, -0.4324, -0.2059], [1.7580, 0.6868, 0.3819], [3.0084, 0.4697, 0.3672], [3.4585, -0.7717, -0.1517], [-3.4887, -0.4812, 1.0631], [-1.9463, -1.2923, 0.9870], [-3.1142, -1.4805, -0.3516], [-2.8195, 1.2568, -0.5105], [-0.5275, 1.7080, -0.7619], [1.3980, 1.5851, 0.8777], [4.4467, -0.6992, -0.3343], [3.0161, -0.9483, -1.0567]],
  "atomic_forces_ev_per_a": [[-0.34, 0.24, 0.29], [-1.96, -0.33, -0.35], [2.18, 1.06, 0.32], [0.58, 0.06, 0.06], [-0.18, -0.42, -0.04], [-0.09, -0.69, -0.12], [-0.69, 0.75, -0.23], [-0.03, -0.17, -0.15], [0.17, -0.20, -0.10], [0.19, 0.26, 0.10], [0.24, -0.29, 0.31], [-0.17, -0.36, -0.30], [0.09, 0.02, -0.20], [0.20, 0.22, 0.21], [-0.18, -0.15, 0.21]],
  "nbo_charge": [-0.6599, -0.1750, -0.3663, 0.1954, -0.1013, -0.2476, -0.6552, 0.2202, 0.2258, 0.2268, 0.2082, 0.2183, 0.2026, 0.3611, 0.3469]
}

{
  "formula": "C4H8N2S",
  "method": "ωB97M-V/def2-TZVPD",
  "smiles": "[H]/N=C\\C=N/SCC",
  "gap_ev": 8.5884,
  "e_homo_ev": -8.69,
  "e_lumo_ev": -0.1,
  "relative_energy_kcal_mol": 73.4,
  "species": ["H", "N", "C", "C", "N", "S", "C", "C", "H", "H", "H", "H", "H", "H", "H"],
  "xyz": [[-2.1181, 0.3921, -2.3662], [-1.6676, -0.0249, -3.1827], [-0.6799, -0.7455, -2.8188], [0.1886, -0.8301, -1.6883], [0.2910, -0.2338, -0.5997], [-0.2108, 1.0386, 0.1566], [0.7795, 0.9408, 1.5967], [0.0810, 0.0883, 2.6700], [-0.1830, -1.3073, -3.6136], [0.9961, -1.6321, -1.8252], [1.6384, 0.4616, 1.2784], [0.9824, 1.9395, 1.9050], [0.7817, 0.0936, 3.5672], [-0.8724, 0.6050, 2.8850], [-0.0066, -0.7858, 2.0354]],
  "atomic_forces_ev_per_a": [[0.19, 0.53, 0.03], [-0.32, -0.81, 1.01], [0.14, 0.88, -2.54], [1.43, -2.46, 0.37], [1.40, -0.66, 0.59], [-2.04, 2.00, -0.44], [-1.32, 0.39, 1.25], [1.18, 1.81, -0.19], [-0.35, -0.11, -0.34], [-1.24, 0.80, 0.06], [2.03, -0.72, -0.52], [0.28, 0.89, 0.29], [-1.19, -0.72, -1.00], [0.32, -0.79, 0.19], [-0.51, -1.04, 1.24]],
  "nbo_charge": [0.3261, -0.5573, 0.0484, 0.0066, -0.6176, 0.5564, -0.5591, -0.6167, 0.1567, 0.1645, 0.2263, 0.2149, 0.2172, 0.2117, 0.2221]
}